Computed, not measured: a gas-phase ion, C4H7BrN (charge +1) at a distorted geometry, with ωB97M-V/def2-TZVPD.

Calculated values
lowest unoccupied orbital energy = -0.2890 Ha
calculated total energy = -75784.1940 eV
SMILES = CCCC#[N+]Br
energy above the lowest of the compared OMol25 structures with the same formula, charge and spin = 159.31 kJ/mol
net charge = +1
max |F| = 0.0704 hartree/bohr

Each line ends with the Mulliken charge.
Element x y z (Å)
C: -0.764 1.308 -0.070  -1.142
C: -1.050 -0.108 0.399  -0.412
C: -0.127 -1.169 -0.261  -0.450
C: 1.226 -0.855 -0.104  0.468
N: 2.339 -0.632 0.102  -0.146
Br: 4.172 0.375 0.054  0.410
H: 0.181 1.675 0.326  0.346
H: -0.738 1.372 -1.154  0.327
H: -1.552 1.968 0.284  0.335
H: -2.069 -0.390 0.126  0.319
H: -0.965 -0.172 1.484  0.318
H: -0.319 -1.211 -1.343  0.298
H: -0.333 -2.161 0.158  0.328

***

Computed, not measured: a molecular structure, C28H41FeN6OS2Si2, with ωB97M-V/def2-TZVPD.

Calculated values
⟨S²⟩ = 6.024
lowest unoccupied orbital energy (alpha / beta) = 0.0726 / 0.0720 Ha
calculated total energy = -112508.3350 eV
energy above the lowest of the compared OMol25 structures with the same formula, charge and spin = 0.00 kJ/mol
spin multiplicity = 5
net charge = -1
max |F| = 0.0127 hartree/bohr

Each line ends with the Mulliken charge.
Element x y z (Å)
Fe: 0.007 -0.142 -0.368  0.633
C: 6.170 0.438 0.263  -0.784
S: 4.975 0.601 1.596  -0.080
C: 3.478 -0.119 0.922  0.220
S: 3.407 -0.813 -0.627  -0.590
N: 2.540 0.028 1.823  -1.749
N: 1.268 -0.425 1.477  1.531
C: 0.649 -0.931 2.469  -1.072
C: -0.702 -1.460 2.285  0.775
C: -1.418 -2.081 3.299  -0.875
C: -2.669 -2.596 2.990  -0.610
C: -3.150 -2.484 1.696  -1.030
C: -2.374 -1.836 0.746  -0.955
N: -1.185 -1.329 1.051  1.850
H: 7.157 0.367 0.718  0.337
H: 6.140 1.289 -0.416  0.232
H: 5.957 -0.466 -0.302  0.280
H: 1.133 -1.011 3.438  0.336
H: -1.002 -2.162 4.295  0.511
H: -3.258 -3.086 3.755  0.405
H: -4.116 -2.885 1.418  0.487
H: -2.689 -1.699 -0.283  0.413
C: 1.779 -3.505 -3.030  -1.089
Si: 0.372 -3.152 -1.820  -0.048
C: -1.028 -4.383 -2.168  -1.240
C: 1.006 -3.680 -0.125  -0.742
N: -0.188 -1.533 -1.832  0.500
C: -1.108 -1.113 -2.782  0.449
C: -1.304 -1.706 -4.034  -0.478
C: -2.307 -1.291 -4.911  -0.970
C: -3.138 -0.246 -4.559  -1.033
C: -2.943 0.395 -3.334  -0.748
C: -1.937 0.010 -2.445  0.641
N: -1.679 0.641 -1.233  1.525
Si: -2.616 1.831 -0.496  -0.496
C: -1.493 4.881 1.441  -0.586
C: -3.081 3.334 -1.543  -1.535
C: -4.259 1.210 0.187  -1.236
H: 2.112 -4.545 -2.952  0.323
H: 2.631 -2.859 -2.797  0.213
H: 1.493 -3.317 -4.067  0.316
H: -0.625 -5.368 -2.424  0.366
H: -1.700 -4.066 -2.969  0.445
H: -1.625 -4.500 -1.256  0.263
H: 1.032 -4.776 -0.105  0.485
H: 0.331 -3.357 0.668  -0.007
H: 2.001 -3.298 0.101  0.186
H: -0.661 -2.525 -4.337  0.269
H: -2.423 -1.796 -5.864  0.361
H: -3.930 0.085 -5.222  0.388
H: -3.589 1.228 -3.071  0.159
H: -0.015 3.380 1.616  0.747
H: -2.499 4.955 1.015  0.139
H: -0.944 5.751 1.065  0.451
H: -2.400 3.459 -2.387  0.341
H: -3.095 4.265 -0.971  0.387
H: -4.087 3.187 -1.946  0.521
H: -4.156 0.347 0.847  0.320
H: -4.899 0.910 -0.650  0.366
H: -4.774 2.000 0.744  0.342
O: 1.416 1.498 -0.947  -0.733
C: 1.911 2.492 -0.034  -0.241
C: 1.347 3.841 -0.417  -1.340
C: -0.176 3.814 -0.482  -0.963
C: -0.819 3.595 0.904  -0.334
C: -1.518 4.939 2.936  -0.708
C: -1.651 3.878 3.743  -0.522
C: -1.910 2.490 3.389  -1.107
C: -2.013 1.918 2.166  0.128
N: -1.692 2.420 0.930  1.024
H: 2.142 0.863 -1.122  -0.029
H: 3.002 2.500 -0.071  0.361
H: 1.630 2.226 0.987  0.282
H: 1.756 4.145 -1.384  0.531
H: 1.681 4.579 0.322  0.286
H: -0.462 3.022 -1.174  0.051
H: -0.535 4.752 -0.914  0.566
H: -1.354 5.907 3.399  0.333
H: -1.610 4.069 4.812  0.292
H: -2.140 1.833 4.220  0.383
H: -2.394 0.903 2.144  0.177

***

Computed, not measured: a molecular structure, C26H27Cl38N3O4S2 at a distorted geometry, with ωB97M-V/def2-TZVPD.

Calculated values
lowest unoccupied orbital energy = -0.0716 Ha
calculated total energy = -537576.0971 eV
max |F| = 0.1283 hartree/bohr

Each line ends with the Mulliken charge.
Element x y z (Å)
C: 3.046 -0.033 -0.017  -0.644
C: 2.948 0.229 -1.584  0.452
O: 1.560 0.073 -1.923  -0.055
C: 1.046 1.094 -2.772  -1.599
C: -0.305 1.575 -2.123  0.254
C: -1.516 0.634 -1.974  0.033
C: -1.449 -0.870 -2.512  -0.431
Cl: -2.394 -1.131 -4.079  -0.151
C: -1.721 -1.993 -1.443  1.919
C: -0.436 -2.143 -0.525  -1.162
Cl: -1.971 -3.566 -2.341  -0.148
C: -2.700 1.216 -1.356  -0.012
S: -4.290 0.387 -1.022  1.535
C: -4.238 -0.188 0.738  -0.289
O: -4.567 -0.768 -1.857  -0.525
O: -5.425 1.298 -1.082  -0.702
C: -2.646 2.643 -0.910  0.725
N: -3.674 3.322 -0.314  -0.643
S: -3.173 4.834 0.015  0.176
N: -1.600 4.843 -0.535  -0.681
C: -1.479 3.574 -1.010  0.791
C: -0.306 2.954 -1.639  0.008
O: 0.872 3.798 -1.738  -0.292
C: 0.897 4.495 -2.905  0.431
N: 1.253 4.888 -3.893  -0.391
H: 4.006 0.313 0.418  0.387
H: 2.150 0.463 0.437  0.207
H: 2.879 -1.131 0.127  0.074
H: 3.374 1.256 -1.740  -0.787
H: 3.541 -0.588 -2.057  0.370
H: 1.745 1.924 -2.994  0.390
H: 0.743 0.614 -3.745  0.359
H: -0.385 -1.022 -2.826  0.506
H: -2.557 -1.795 -0.754  -1.405
H: -0.695 -2.933 0.218  0.454
H: -0.389 -1.183 0.059  0.280
H: 0.486 -2.345 -1.104  0.276
H: -4.350 0.705 1.407  -0.179
H: -3.206 -0.577 0.953  0.333
H: -5.022 -0.943 0.939  0.253
C: -5.518 -4.250 -0.149  0.454
Cl: -6.537 -3.405 -1.313  -0.109
Cl: -4.157 -3.225 0.343  0.105
Cl: -6.467 -4.757 1.257  -0.147
H: -5.109 -5.142 -0.626  -0.246
C: -5.277 2.684 3.939  0.443
Cl: -4.524 3.405 2.511  -0.057
Cl: -6.851 1.996 3.531  -0.097
Cl: -4.220 1.450 4.640  -0.131
H: -5.425 3.464 4.677  -0.190
C: -7.370 -2.710 3.973  0.160
Cl: -7.817 -2.892 5.672  -0.135
Cl: -8.799 -2.400 2.983  -0.123
Cl: -6.187 -1.411 3.778  -0.009
H: -6.917 -3.636 3.638  0.088
C: 4.179 4.776 -1.560  0.704
Cl: 4.149 5.311 0.122  -0.147
Cl: 5.645 5.340 -2.365  -0.122
Cl: 4.056 3.006 -1.652  -0.127
H: 3.324 5.205 -2.070  -0.320
C: 2.773 -3.331 2.703  -0.233
Cl: 4.444 -2.990 2.243  -0.050
Cl: 1.704 -2.022 2.188  -0.026
Cl: 2.242 -4.870 2.019  -0.095
H: 2.725 -3.405 3.784  0.352
C: -2.902 -6.857 0.561  0.662
Cl: -1.151 -6.690 0.422  -0.086
Cl: -3.690 -6.600 -1.002  -0.166
Cl: -3.325 -8.445 1.211  -0.140
H: -3.259 -6.103 1.247  -0.285
C: -0.215 4.132 -7.424  0.307
Cl: -0.348 5.260 -8.778  -0.140
Cl: -1.802 3.566 -6.918  -0.114
Cl: 0.836 2.774 -7.856  -0.129
H: 0.229 4.656 -6.584  0.065
C: 4.791 8.535 -4.660  0.006
Cl: 6.253 8.103 -3.765  -0.122
Cl: 3.480 7.405 -4.310  -0.064
Cl: 4.300 10.190 -4.285  -0.124
H: 5.013 8.479 -5.720  0.301
C: -1.113 -5.556 3.947  -0.020
Cl: -2.091 -4.689 2.756  -0.005
Cl: 0.230 -4.554 4.495  -0.097
Cl: -2.107 -6.064 5.315  -0.129
H: -0.707 -6.443 3.472  0.210
C: 8.604 -3.731 1.149  0.822
Cl: 7.533 -2.445 1.718  -0.132
Cl: 8.647 -5.063 2.309  -0.134
Cl: 8.094 -4.307 -0.441  -0.121
H: 9.606 -3.323 1.058  -0.433
C: -4.250 5.319 7.614  0.028
Cl: -2.507 5.429 7.355  -0.111
Cl: -5.122 5.603 6.102  -0.127
Cl: -4.680 3.745 8.291  -0.107
H: -4.538 6.086 8.323  0.319
C: 12.527 -3.677 -0.088  0.005
Cl: 12.022 -4.288 -1.665  -0.095
Cl: 11.593 -2.239 0.351  -0.141
Cl: 12.355 -4.927 1.148  -0.094
H: 13.572 -3.398 -0.148  0.335

***

Computed, not measured: a molecular structure, C33H46BeOP2Si at a distorted geometry, with ωB97M-V/def2-TZVPD.

Calculated values
lowest unoccupied orbital energy = 0.0148 Ha
calculated total energy = -63871.8758 eV
max |F| = 0.0427 hartree/bohr

Each line ends with the Mulliken charge.
Element x y z (Å)
P: -0.917 -0.794 -2.059  1.767
P: -0.191 -2.374 0.511  1.529
C: -0.988 -2.628 -2.125  -0.012
C: -1.167 -3.249 -0.739  -0.169
H: -0.090 -3.030 -2.631  0.513
H: -1.837 -2.866 -2.762  -0.875
H: -2.236 -3.288 -0.472  0.488
H: -0.784 -4.271 -0.744  -0.814
C: 1.480 -3.074 0.448  -1.516
H: 2.058 -2.612 1.262  0.269
H: 1.976 -2.822 -0.502  0.377
H: 1.464 -4.170 0.570  0.429
C: -0.853 -2.620 2.146  -1.307
H: -0.895 -3.690 2.401  0.431
H: -1.859 -2.188 2.203  0.345
H: -0.204 -2.085 2.852  0.267
C: -0.290 -0.366 -3.708  -1.370
H: -0.351 0.722 -3.822  0.457
H: -0.854 -0.849 -4.518  0.368
H: 0.765 -0.667 -3.780  0.317
C: -2.704 -0.352 -2.096  -1.466
H: -3.182 -0.610 -1.140  0.325
H: -3.239 -0.862 -2.912  0.401
H: -2.779 0.736 -2.243  0.449
Be: 0.069 -0.281 -0.128  -2.688
C: -2.099 -6.107 -1.439  -0.133
C: -0.796 -6.224 -1.768  -0.323
C: -0.324 -6.776 -3.074  -0.918
C: -1.110 -6.292 -4.328  -0.856
C: -1.580 -4.864 -4.274  -0.177
C: -2.799 -4.496 -3.838  -0.479
C: -3.803 -5.442 -3.259  -0.903
C: -3.233 -6.545 -2.320  -0.951
C: -0.164 1.347 -0.873  -1.253
H: -2.422 -5.761 -0.443  0.501
H: 0.012 -6.055 -1.044  0.484
H: -0.375 -7.876 -3.062  0.292
H: 0.733 -6.508 -3.195  0.385
H: -0.426 -6.389 -5.183  0.448
H: -1.960 -6.961 -4.514  0.350
H: -0.877 -4.142 -4.720  0.424
H: -3.198 -3.488 -4.014  0.645
H: -4.351 -5.949 -4.068  0.307
H: -4.540 -4.848 -2.700  0.372
H: -4.061 -6.851 -1.665  0.453
H: -2.945 -7.425 -2.909  0.371
H: -0.685 1.907 -0.078  0.367
H: -0.658 1.613 -1.818  0.891
H: 0.873 1.724 -0.950  0.131
O: 0.820 -0.032 1.202  1.816
Si: 1.250 1.216 2.159  -0.905
C: -0.174 2.250 2.788  0.478
C: 0.062 3.413 3.541  0.065
C: -1.000 4.221 3.977  -0.826
C: -2.317 3.845 3.697  -0.673
C: -2.560 2.655 3.001  -0.522
C: -1.497 1.858 2.551  -0.454
C: 2.138 0.625 3.683  1.095
C: 3.349 -0.065 3.572  -0.350
C: 4.098 -0.358 4.722  -0.714
C: 3.623 0.003 5.990  -0.506
C: 2.392 0.657 6.102  -0.666
C: 1.641 0.943 4.952  -0.307
C: 2.420 2.388 1.287  0.824
C: 3.595 1.874 0.729  -0.349
C: 4.514 2.725 0.096  -0.731
C: 4.258 4.101 0.011  -0.513
C: 3.078 4.615 0.554  -0.702
C: 2.156 3.759 1.169  -0.179
H: 1.084 3.711 3.791  0.623
H: -0.788 5.133 4.534  0.394
H: -3.149 4.465 4.031  0.374
H: -3.581 2.336 2.804  0.398
H: -1.711 0.926 2.026  0.092
H: 3.716 -0.367 2.592  0.136
H: 5.053 -0.873 4.627  0.372
H: 4.205 -0.225 6.887  0.360
H: 2.001 0.949 7.078  0.382
H: 0.670 1.433 5.046  0.362
H: 3.800 0.805 0.772  0.089
H: 5.426 2.313 -0.328  0.395
H: 4.978 4.767 -0.474  0.354
H: 2.864 5.685 0.503  0.383
H: 1.222 4.170 1.554  0.466